DFT (ωB97M-V with the def2-TZVPD basis set) results for a molecular structure, C4H10NOP.

Cartesian coordinates (Å):
C  0.5887  -1.0146  -1.3648
C  -1.8134  -0.3500  -0.5541
C  1.8256  0.8754  0.3725
C  -0.3565  -0.0026  -0.8407
N  0.6845  0.0039  0.7963
O  1.6643  -0.8472  -1.8857
P  -0.0586  0.2016  2.2360
H  0.0871  -2.0164  -1.0125
H  -1.8554  -1.4849  -0.3158
H  -2.2548  0.0581  0.2700
H  -2.3036  0.0512  -1.4549
H  1.6552  1.8906  0.3799
H  2.5560  0.7799  1.0597
H  2.3171  0.4512  -0.4398
H  -0.3966  1.0524  -1.2784
H  -1.1589  -0.7566  2.0352
H  -1.1807  1.1079  1.9972

Atoms 1-3, force components in eV/Å:
-3.76 -0.09 1.25
2.38 -3.02 -1.75
-2.09 -2.68 0.99

charge = 0
<S²> = 2.014
ΔE to the lowest compared entry with this formula, charge and spin = 382.84 kJ/mol
2S+1 = 3
highest occupied orbital energy (alpha / beta) = -5.88 / -8.90 eV
E_LUMO (alpha / beta) = 0.03007 / -0.10325 Ha
frontier orbital gap (alpha / beta) = 6.70 / 6.09 eV
E = -17129.2787 eV

---

DFT (ωB97M-V with the def2-TZVPD basis set) results for a gas-phase ion, C5H10NOS (charge +1).

Cartesian coordinates (Å):
C  -2.6526  -0.7114  0.0323
N  -1.2684  -0.3470  0.2923
C  -0.2947  -1.2247  -0.3727
C  1.1258  -0.4501  -0.3026
S  2.4387  -1.3914  -0.5214
C  1.1654  1.0081  -0.0580
C  2.4995  1.6319  0.2504
O  0.1330  1.6772  -0.0874
H  -2.7399  -1.6558  0.4488
H  -3.3672  -0.0359  0.4140
H  -2.8038  -0.8268  -1.0487
H  -0.9698  0.5948  -0.2268
H  -1.1893  -0.4026  1.3202
H  -0.1860  -2.0974  0.2766
H  -0.4094  -1.4150  -1.4099
H  3.1870  0.9159  0.5011
H  2.2548  2.3764  1.0062
H  3.0768  2.3536  -0.5143

Atoms 1-3, force components in eV/Å:
0.08 -0.26 -2.14
-0.63 1.20 -1.75
3.16 1.02 2.50

charge = +1
ΔE to the lowest compared entry with this formula, charge and spin = 158.76 kJ/mol
highest occupied orbital energy = -13.43 eV
E_LUMO = -0.21563 Ha
SMILES string = C[NH2+]CC(=S)C(C)=O
frontier orbital gap = 7.56 eV
E = -19711.2733 eV

---

DFT (ωB97M-V with the def2-TZVPD basis set) results for 5 unconnected molecules or ions with the total composition C30H68N2O8.

Cartesian coordinates (Å):
C  -0.1514  -0.1785  4.0611
O  -1.4164  -0.3510  3.3052
C  -2.5319  0.3509  3.8179
C  -2.7015  1.7377  3.1267
O  -1.6851  2.7477  3.4275
C  -1.8232  3.9643  2.8281
H  0.3131  0.8070  4.0937
H  0.7282  -0.6557  3.6291
H  -0.2105  -0.5902  5.0686
H  -2.4645  0.5168  4.8931
H  -3.3954  -0.3094  3.7378
H  -3.6467  2.0670  3.5582
H  -2.8260  1.6144  2.0509
H  -1.8100  3.8111  1.7490
H  -1.0630  4.7377  2.9372
H  -2.7519  4.4500  3.1278
C  -0.2820  2.0195  0.7708
O  0.8354  1.3641  0.1714
C  0.4972  0.8157  -1.1169
C  -0.3990  -0.4621  -1.0886
O  0.2246  -1.6016  -0.4655
C  0.3859  -1.6008  0.9530
H  -0.0063  2.2297  1.8042
H  -1.1286  1.3431  0.8885
H  -0.4419  2.9074  0.1591
H  1.4380  0.4563  -1.5338
H  0.1239  1.6451  -1.7176
H  -0.6950  -0.8226  -2.0737
H  -1.3321  -0.2130  -0.5830
H  0.6714  -2.5419  1.4231
H  -0.6141  -1.4055  1.3403
H  1.1944  -0.9175  1.2128
C  5.1606  -2.3095  -1.4612
O  4.0874  -3.1257  -1.8253
C  2.9664  -2.4192  -2.2802
C  2.0036  -3.3301  -3.0075
O  2.4394  -3.8634  -4.2348
C  1.5020  -4.7164  -4.9023
H  5.4936  -1.5704  -2.1899
H  5.9779  -2.9951  -1.2377
H  4.7697  -1.6803  -0.6615
H  3.2382  -1.6450  -2.9977
H  2.4512  -1.9846  -1.4236
H  1.0337  -2.8664  -3.1874
H  1.6988  -4.1790  -2.3954
H  1.9933  -5.3671  -5.6256
H  0.7299  -4.1381  -5.4096
H  1.0326  -5.3699  -4.1670
C  1.4281  4.1013  -4.1593
C  1.9665  5.4596  -3.6716
C  1.1995  5.9749  -2.4534
C  1.4780  5.2385  -1.1491
C  2.9948  5.4044  -0.8749
C  3.9604  4.9354  -2.0762
N  3.4200  5.4723  -3.3383
O  4.1671  5.0916  -4.4223
C  5.4293  5.3905  -1.8116
C  3.9642  3.3153  -2.0058
C  1.7925  6.5705  -4.7723
H  0.4886  4.2062  -4.7019
H  1.2967  3.3985  -3.3366
H  2.1879  3.5782  -4.7400
H  1.2935  7.0493  -2.2958
H  0.1275  5.7895  -2.5214
H  1.3574  4.1614  -1.2647
H  0.9176  5.5892  -0.2824
H  3.3270  4.8252  -0.0134
H  3.2813  6.4277  -0.6320
H  5.6534  4.9225  -0.8530
H  6.0763  4.9128  -2.5473
H  5.6348  6.4606  -1.7871
H  4.5985  2.9630  -1.1924
H  2.9563  2.9153  -1.8947
H  4.3412  2.9394  -2.9569
H  2.2952  6.2675  -5.6907
H  2.3339  7.4962  -4.5774
H  0.7454  6.8058  -4.9630
H  4.3702  5.9245  -4.8543
C  -1.0343  -4.1507  3.4364
C  -2.4226  -4.6910  2.9973
C  -3.2111  -4.5730  4.2955
C  -4.6915  -4.7921  4.0593
C  -5.1700  -3.7525  3.0387
C  -4.3622  -3.7561  1.6749
N  -2.8756  -3.7341  1.8796
O  -2.1016  -3.8514  0.6724
C  -4.8524  -4.9636  0.8696
C  -4.7312  -2.4655  0.9198
C  -2.2098  -6.1646  2.5605
H  -0.9506  -3.0891  3.6692
H  -0.3840  -4.2392  2.5662
H  -0.6077  -4.6345  4.3151
H  -2.8128  -5.2677  5.0350
H  -3.1100  -3.5844  4.7432
H  -5.3139  -4.6391  4.9410
H  -4.8810  -5.8168  3.7397
H  -5.1289  -2.7651  3.4986
H  -6.2082  -3.9911  2.8078
H  -5.8086  -4.9114  0.3489
H  -4.1169  -5.2007  0.1009
H  -4.9575  -5.9030  1.4123
H  -5.8091  -2.3046  0.8999
H  -4.2001  -1.5746  1.2550
H  -4.5302  -2.5586  -0.1475
H  -1.4771  -6.1834  1.7537
H  -3.0048  -6.7381  2.0840
H  -1.8822  -6.7064  3.4478
H  -1.8508  -2.9607  0.4165

Atoms 1-3, force components in eV/Å:
-0.17 -0.11 -0.28
2.18 0.06 0.87
1.44 1.19 0.05

charge = +1
<S²> = 0.754
2S+1 = 2
highest occupied orbital energy (alpha / beta) = -9.67 / -9.67 eV
E_LUMO (alpha / beta) = -0.09784 / -0.25998 Ha
frontier orbital gap (alpha / beta) = 7.01 / 2.60 eV
E = -51556.9307 eV